Entry 1:
Entry from OMol25: C2H2 in the gas phase (ωB97M-V with the def2-TZVPD basis set).

Calculated values
**HOMO energy**: -10.7 eV
**HOMO-LUMO gap**: 12.01 eV
**Energy relative to the best compared isomer or geometry (same formula, charge and spin)**: 14.58 kJ/mol
**SMILES string**: C#C

The geometry in XYZ format:
```
4
Properties=species:S:1:pos:R:3:forces:R:3
C 0.603 0.039 -0.096 -2.0597 -0.9394 0.5288
C -0.615 -0.074 -0.078 2.8427 0.9482 0.1316
H 1.649 -0.108 0.105 -0.2604 0.2433 -0.4285
H -1.637 0.143 0.069 -0.5226 -0.2521 -0.2319
```
Forces are in eV/Å.

Entry 2:
Entry from OMol25: 8 unconnected molecules or ions with the total composition C2H20N4O8 (ωB97M-V with the def2-TZVPD basis set).

Calculated values
**HOMO energy**: -10.2 eV
**HOMO-LUMO gap**: 10.59 eV
**Energy relative to the best compared isomer or geometry (same formula, charge and spin)**: 0.00 kJ/mol
**SMILES string**: NC(N)=O.NC(N)=O.O.O.O.O.O.O

The geometry in XYZ format:
```
34
Properties=species:S:1:pos:R:3:forces:R:3
N -5.621 -5.624 -6.002 -0.7688 -0.5097 0.2151
C -4.679 -6.623 -6.073 0.5523 -1.9357 -0.1287
N -5.010 -7.806 -5.414 -0.0856 2.6198 -0.5436
O -3.605 -6.495 -6.711 -1.6013 -0.0143 1.0505
H -5.243 -4.772 -6.328 0.0542 0.9527 -0.5052
H -6.612 -5.804 -6.232 1.1165 -0.0531 0.4383
H -4.500 -8.588 -5.744 0.1879 -0.9324 0.1310
H -5.855 -7.886 -4.839 0.6064 -0.2786 -0.5782
N -5.397 -7.423 -8.928 -0.0635 -1.9741 -1.4081
C -4.607 -8.630 -9.352 -0.7190 2.1188 0.9533
N -3.353 -8.574 -8.904 1.4676 -1.7852 -0.2317
O -5.093 -9.543 -9.988 -0.3800 0.2291 0.1144
H -6.100 -7.274 -9.659 0.3271 0.1451 0.5904
H -4.979 -6.565 -8.549 0.2887 -0.8628 -0.5223
H -2.723 -9.418 -8.984 -1.3040 1.5863 0.1354
H -3.109 -7.822 -8.295 0.3615 0.3483 0.5343
O -7.290 -9.328 -3.452 0.3451 -0.7793 -0.5054
H -7.575 -8.578 -2.951 -0.4238 0.5763 0.5091
H -8.093 -9.782 -3.772 0.2647 0.3809 -0.0370
O -7.186 -9.116 -7.131 0.0466 -0.0702 -0.0196
H -6.528 -9.672 -6.681 -0.1094 -0.3298 0.3910
H -6.568 -8.521 -7.585 -0.4095 0.3667 -0.4017
O -9.231 -10.148 -5.229 -2.5700 -1.6581 1.5391
H -8.824 -9.817 -5.995 0.9178 0.9448 -1.9241
H -10.106 -10.561 -5.479 1.6659 0.7831 0.2878
O -8.013 -11.882 -8.593 0.3810 -0.5633 1.7263
H -8.105 -11.234 -9.266 -0.1019 0.9822 -1.0069
H -7.849 -11.348 -7.784 -0.1805 -0.3130 -0.7460
O -5.029 -12.404 -8.731 -1.8414 1.4102 -0.5578
H -6.012 -12.558 -8.852 1.2480 -0.1145 0.1347
H -4.984 -11.484 -9.122 0.3118 -1.1002 0.2173
O -5.239 -10.844 -6.381 -0.0759 -0.2645 1.0079
H -5.191 -11.390 -5.569 -0.0782 0.4454 -0.7465
H -5.471 -11.447 -7.108 0.5696 -0.3509 -0.1129
```
Forces are in eV/Å.

Entry 3:
Entry from OMol25: 8 unconnected molecules or ions with the total composition C2H20O7S (ωB97M-V with the def2-TZVPD basis set).

Calculated values
**HOMO energy**: -8.7 eV
**HOMO-LUMO gap**: 8.93 eV
**Energy relative to the best compared isomer or geometry (same formula, charge and spin)**: 146.73 kJ/mol
**SMILES string**: CCS.O.O.O.O.O.O.O

The geometry in XYZ format:
```
30
Properties=species:S:1:pos:R:3:forces:R:3
C -1.834 -0.719 -0.766 -2.6626 -1.9541 2.1469
C -1.774 0.767 -1.011 -0.9959 0.6777 0.5741
S -1.503 1.140 -2.780 -0.4988 1.0354 -0.1799
H -0.900 -1.308 -0.910 -0.5859 0.6337 -0.1070
H -2.715 -1.220 -1.348 1.7945 0.9125 0.6396
H -2.165 -0.916 0.371 0.9734 0.4847 -2.4453
H -2.820 1.286 -0.850 1.9095 -1.1379 -0.3532
H -1.111 1.257 -0.250 -0.1964 -0.2034 -1.1023
H -0.381 0.552 -3.201 0.2528 -0.4144 0.6373
O 0.449 2.785 1.984 -1.8368 -1.3900 -5.3863
H 0.796 3.056 2.734 2.7314 3.0451 5.5623
H 0.422 1.867 2.197 -0.6739 -1.4972 -0.4213
O 0.915 -3.167 -0.734 -1.3390 0.4727 -1.5036
H 0.741 -4.055 -0.429 0.8411 0.2708 0.7662
H 1.611 -2.579 -0.434 0.3692 -0.9406 0.5054
O -1.740 1.292 2.731 -0.9790 1.5477 -2.3265
H -2.407 2.014 2.516 1.3729 -1.4221 0.5332
H -1.875 1.051 3.616 -0.5346 -0.3534 1.9863
O 2.198 1.501 -1.093 2.5685 -1.8810 0.9626
H 1.918 1.377 -1.976 -1.5021 1.1436 -0.8203
H 1.854 2.040 -0.402 -1.3162 0.8618 -0.2936
O -1.012 -1.863 2.110 0.9489 1.5967 0.6651
H -1.275 -1.173 2.779 0.4254 -1.0667 -1.1985
H -0.142 -1.508 1.739 -1.3548 -0.7891 0.7605
O 2.836 -1.179 -0.725 2.0755 -1.5493 -0.3385
H 2.459 -0.358 -1.009 -0.1313 1.3964 -0.2680
H 3.755 -1.263 -1.106 -1.6701 0.3143 0.6164
O 1.776 -1.306 1.738 -0.3741 -0.5469 1.8468
H 2.333 -2.014 2.092 -0.4566 0.0860 0.3165
H 2.218 -1.138 0.932 0.8452 0.6667 -1.7750
```
Forces are in eV/Å.

Entry 4:
Entry from OMol25: 8 unconnected molecules or ions with the total composition C2H22NO7S (ωB97M-V with the def2-TZVPD basis set).

Calculated values
**HOMO energy**: -12.1 eV
**HOMO-LUMO gap**: 9.40 eV
**Energy relative to the best compared isomer or geometry (same formula, charge and spin)**: 0.00 kJ/mol
**Net charge**: +1

The geometry in XYZ format:
```
33
Properties=species:S:1:pos:R:3:forces:R:3
C -1.793 -0.013 1.712 -0.3603 -0.4673 -0.8381
C -1.298 0.857 0.533 0.1867 0.1366 -0.1094
S -2.658 1.524 -0.477 0.2410 0.8501 0.5603
N -0.631 -0.758 2.280 1.2535 0.2305 0.6349
H -2.539 -0.785 1.384 0.7142 0.8474 0.2723
H -2.243 0.616 2.477 0.0266 -0.0385 -0.0108
H -0.591 0.363 -0.149 -0.3735 -0.3864 0.3577
H -0.703 1.714 0.903 -0.6270 -0.2779 -0.0088
H -2.948 0.451 -1.187 0.0807 -0.6718 -0.1668
H -0.768 -1.081 3.268 0.0579 0.3330 -1.1693
H 0.259 -0.168 2.272 -1.4630 -0.8712 0.0371
H -0.455 -1.627 1.683 -0.2557 0.6075 0.5839
H -1.069 -3.781 0.636 -0.1250 0.8158 -0.0106
H -1.393 -2.438 -0.173 0.0193 -0.5000 0.3502
O -1.259 -2.828 0.738 0.1629 -0.4520 -0.4707
H 1.245 -0.084 -1.646 -0.0804 -0.2967 -0.3132
H 0.439 0.550 -2.710 -0.5374 2.1893 -1.2518
O 0.569 -0.278 -2.321 0.4859 -2.4009 1.3877
H 1.908 1.247 0.606 0.1557 0.2715 -0.0868
H 2.227 1.741 2.012 2.5235 2.7723 2.1329
O 1.695 1.180 1.558 -2.5997 -2.8616 -1.8174
H 0.084 2.961 -2.940 -0.4598 0.4230 -0.0257
H 1.230 2.474 -3.875 -0.3892 0.0084 0.6407
O 0.807 2.343 -3.000 0.7083 -0.0135 -0.8214
H 3.298 1.381 -1.298 -2.2345 -0.1279 0.6280
H 1.823 1.918 -1.640 0.4563 -0.3049 0.3036
O 2.320 1.319 -1.025 2.1439 0.5811 -0.8337
H -0.799 -1.118 -1.910 -0.6369 -0.3881 0.2283
H -1.854 -2.127 -2.397 -0.4062 -0.6858 -0.8239
O -1.632 -1.613 -1.638 0.9410 0.9907 0.5708
H 2.655 -2.023 2.158 -0.3179 0.4085 0.0652
H 2.176 -0.492 1.909 -0.4210 -2.1996 0.8458
O 1.897 -1.424 2.259 1.1302 1.4784 -0.8409
```
Forces are in eV/Å.

Entry 5:
Entry from OMol25: a molecular structure, C2H23CdO18V (ωB97M-V with the def2-TZVPD basis set).

Calculated values
**HOMO energy (spin up / spin down)**: -10.9 / -12.4 eV
**HOMO-LUMO gap (spin up / spin down)**: 6.07 / 7.58 eV
**Spin multiplicity**: 2
**Net charge**: +1

The geometry in XYZ format:
```
45
Properties=species:S:1:pos:R:3:forces:R:3
Cd 8.364 0.549 30.008 0.6185 0.5422 -1.2202
O 8.909 -3.331 31.768 -0.5530 2.4345 2.1274
V 9.085 -2.220 32.976 1.4978 -5.7668 -4.3222
C 11.600 -2.647 33.113 -0.7880 -0.3481 1.0591
O 11.098 -1.713 32.470 1.4330 3.7828 -1.4098
O 12.893 -2.659 33.553 -1.4176 -1.3241 0.0603
O 10.706 -3.456 33.453 2.5493 -2.1052 2.2104
H 13.559 -2.209 33.028 -0.4846 0.3770 -0.4464
C 7.621 -0.549 32.205 -0.1824 -1.6081 -4.0838
O 8.864 -0.617 31.872 1.9917 2.4836 0.1401
O 7.281 -1.523 32.866 -2.9125 -0.3894 3.4097
O 6.872 0.106 31.408 -0.1179 0.4565 1.5714
O 5.801 -2.574 30.132 0.0760 -0.1698 -0.2530
H 6.268 -3.311 30.554 0.1214 0.4621 -0.0022
H 6.139 -1.735 30.473 -0.1188 -0.4929 0.2507
O 7.120 2.495 29.750 1.6531 1.6007 -0.6632
H 6.307 2.982 29.640 -1.3203 -0.5499 0.1237
H 7.723 3.229 29.484 -0.1113 -0.8068 0.3480
O 4.378 0.142 30.885 -0.0485 1.3317 -2.2489
H 5.307 0.064 31.076 0.0280 0.2063 -0.0273
H 4.017 -0.450 31.501 -1.1915 -1.2381 1.4345
O 4.523 -1.186 33.218 0.1583 -1.0175 0.3795
H 4.312 -2.111 33.370 -1.4446 -0.2422 0.3061
H 5.436 -1.431 33.056 1.0307 0.9456 -0.2452
O 6.398 -0.274 28.600 -0.6898 1.4746 -0.0295
H 6.482 -1.181 28.407 0.6622 -2.2587 -0.4276
H 5.409 -0.247 28.599 0.7160 0.8059 0.6193
O 8.230 -3.728 34.287 -0.5922 -0.7560 0.8631
H 7.531 -3.554 34.922 -0.1112 0.3507 0.1710
H 8.246 -4.702 34.256 0.5505 0.5270 -0.4384
O 5.778 1.874 32.956 -0.6953 1.3554 1.6783
H 6.179 1.172 32.481 0.3437 -0.5574 -1.0293
H 6.422 2.577 33.064 0.0754 0.1147 -0.1426
O 9.293 -1.028 34.725 1.2561 2.3300 0.1507
H 9.902 -0.209 34.680 -1.2877 -2.0877 0.2752
H 8.433 -0.688 35.047 -0.0694 0.1535 0.4345
O 11.080 0.219 30.051 -0.4170 -0.3860 -1.1594
H 11.596 -0.457 29.583 -0.3022 0.0936 0.1721
H 11.700 0.591 30.671 0.1630 0.1588 0.5253
O 7.021 0.549 35.478 -0.5838 -0.6276 0.9767
H 7.024 0.836 34.580 -0.2766 0.7242 -1.1837
H 6.054 0.520 35.653 0.8166 -0.1115 0.0521
O 9.521 2.095 31.406 -0.7041 0.2444 -0.6270
H 10.165 2.796 31.359 0.3613 0.3870 -0.0134
H 9.699 1.569 32.176 0.3176 -0.4992 0.6340
```
Forces are in eV/Å.

Entry 6:
Entry from OMol25: 10 unconnected molecules or ions with the total composition C2H23NO10 (ωB97M-V with the def2-TZVPD basis set).

Calculated values
**HOMO energy (spin up / spin down)**: -13.4 / -13.4 eV
**HOMO-LUMO gap (spin up / spin down)**: 8.01 / 3.78 eV
**Spin multiplicity**: 2
**Energy relative to the best compared isomer or geometry (same formula, charge and spin)**: 0.00 kJ/mol
**Net charge**: +1

The geometry in XYZ format:
```
36
Properties=species:S:1:pos:R:3:forces:R:3
O 2.222 0.451 -0.364 -0.1621 0.1286 0.9302
C 1.979 -0.103 0.657 -0.1845 0.5574 -1.0200
C 1.786 -1.632 0.488 0.2294 -2.7986 0.1788
N 0.472 -2.217 0.425 2.3390 1.2461 1.5115
H 1.990 0.268 1.683 -0.1716 0.5695 0.0720
H 2.454 -1.915 -0.321 -0.2112 -0.1645 -0.3886
H 2.381 -1.985 1.412 -0.9172 0.2806 -0.5892
H 0.325 -3.215 0.244 0.2093 0.3777 -0.7028
H 0.010 -1.921 1.266 -1.1538 -0.0712 0.2413
H -2.849 0.228 -1.310 -0.8925 0.8675 0.3943
H -2.123 -0.879 -0.946 -0.0248 -0.5786 0.9953
O -2.746 -0.284 -0.490 0.8700 -0.3226 -1.5423
H 1.628 -2.550 -1.967 0.2424 0.5130 0.8402
H 2.260 -3.727 -2.702 1.1443 -1.1895 0.2181
O 1.635 -3.036 -2.769 -1.4259 0.5444 -1.2649
H -0.576 2.727 -0.365 -0.9125 -1.3095 -1.1734
H -1.577 1.539 -0.208 0.8875 0.8441 -1.7195
O -1.047 2.012 -0.924 -0.7471 -0.1515 2.8747
H -2.424 -1.333 2.429 -0.6822 1.1504 -0.5279
H -1.513 -2.120 3.246 -2.3133 -0.2998 0.3026
O -2.506 -2.061 3.030 3.0958 -1.2089 0.5901
H -0.881 2.205 -2.664 -0.7386 0.1327 0.8740
H -1.092 3.156 -3.889 -1.0054 0.9309 -0.2592
O -0.560 2.490 -3.505 1.8382 -0.9768 -0.8600
H -0.448 1.779 2.872 0.3581 -0.5513 2.0773
H -1.653 1.371 3.567 2.5429 -0.3943 1.3155
O -0.634 1.405 3.801 -2.5621 0.9186 -3.4266
H -3.658 0.316 2.334 1.1444 0.3266 -0.2483
H -2.555 0.433 1.250 -0.3231 -0.0811 -0.9586
O -2.694 0.494 2.189 -1.2977 0.0346 0.8894
H 1.224 3.358 -0.591 -0.0858 0.1588 0.6366
H 1.247 3.607 0.958 0.6939 0.6102 0.7105
O 0.706 3.333 0.237 0.2723 -0.1388 -1.0041
H 2.677 -0.119 -2.727 1.6457 -0.6968 -0.4046
H 3.064 -1.372 -3.432 -0.3113 -1.1375 -0.9107
O 3.474 -0.702 -2.913 -1.3906 1.8798 1.3483
```
Forces are in eV/Å.

Number 1: largest force on an atom 3.0 eV/A. Number 2: largest force on an atom 3.4 eV/A. Number 3: largest force on an atom 6.9 eV/A. Number 4: largest force on an atom 4.3 eV/A. Number 5: largest force on an atom 7.4 eV/A. Number 6: largest force on an atom 4.4 eV/A.